Arrangement P

Entry from the OMol25 dataset: an isolated ion of composition C4H6NO and charge +1 (ωB97M-V/def2-TZVPD).

Cartesian coordinates (Å):
C  -0.30884  -0.79263  -0.09246
C  -1.26376  0.10679  0.02019
C  1.16445  -0.57409  -0.02208
C  -2.42181  0.79276  0.09100
N  1.73831  0.74192  -0.15754
O  -2.91827  -0.35105  -0.12538
H  -0.48797  -1.76461  -0.24934
H  1.58609  -0.92155  0.94155
H  1.73268  -1.32741  -0.76009
H  -2.91498  1.69973  0.22626
H  1.34967  1.59253  0.19810
H  2.74444  0.79760  -0.07022

The HOMO-LUMO gap (alpha / beta) is 6.571 / 6.570 eV. Its net charge is +1. As for the spin multiplicity: 1.



Arrangement Q

Entry from the OMol25 dataset: an isolated ion of composition C4H6NO and charge +1 (ωB97M-V/def2-TZVPD).

Cartesian coordinates (Å):
C  0.37938  -0.52896  -1.28485
C  -1.96379  0.62028  -0.19906
C  -0.57128  0.31192  -0.64465
C  1.55701  -0.42042  1.03072
N  0.67962  -0.26285  -0.06840
O  -0.94175  1.54066  -0.64687
H  0.59252  -1.00278  -2.12858
H  -2.78684  0.30345  -0.76968
H  -2.05425  0.86014  0.86271
H  0.90047  -0.23845  1.91354
H  2.32687  0.28457  0.86636
H  1.88202  -1.46756  1.06877

Its SMILES is C[N+]1=C[C@@]12CO2. The HOMO-LUMO gap is 10.349 eV. Its net charge is +1. As for the spin multiplicity: 1.



Arrangement R

Entry from the OMol25 dataset: an isolated ion of composition C4H6NO and charge +1 (ωB97M-V/def2-TZVPD).

Cartesian coordinates (Å):
C  1.29040  -0.14623  -1.26562
C  0.02049  -0.49720  -1.22805
C  1.21322  0.21136  0.30195
C  -1.33835  0.27292  0.90629
N  -0.14140  -0.29120  0.24917
O  0.84419  -1.06023  0.90131
H  2.12410  -0.12918  -1.79747
H  -0.73451  -0.82234  -1.82477
H  1.56791  0.92734  0.96460
H  -1.60208  1.13960  0.26474
H  -2.11486  -0.41614  0.73577
H  -1.12911  0.81129  1.79210

Its SMILES is C[N@@+]12C=C[C@@H]1O2. The HOMO-LUMO gap is 11.410 eV. Its net charge is +1. As for the spin multiplicity: 1.



What is the least stable structure shown above? It is arrangement R.